Record 1
This record from OMol25 describes one molecule with the formula C18H23NO2. The level of theory is ωB97M-V/def2-TZVPD.

Atoms and positions in Å:
C 3.2561 1.8434 1.1562
C 2.2787 1.6831 0.0500
N 2.4669 2.2981 -1.0869
O 1.4773 1.9292 -1.9275
C 0.6602 1.0582 -1.3015
C -0.4354 0.5136 -2.1038
C -1.2731 1.3782 -2.8019
C -2.2972 0.8737 -3.5820
C -2.4862 -0.4943 -3.6824
C -1.6392 -1.3597 -3.0095
C -0.6154 -0.8618 -2.2256
C 1.1025 0.8706 -0.0127
C 0.5101 0.0617 1.1261
O 0.7438 0.7580 2.3450
C -1.0153 -0.0956 0.9065
C -1.8868 -0.3121 2.1567
C -2.2299 -1.7704 2.4803
C -1.2987 -2.4416 3.4953
C 0.1893 -2.1803 3.2693
C 0.6470 -2.4606 1.8334
C 1.3204 -1.2539 1.1866
H 2.7584 1.8475 2.1210
H 3.9561 1.0083 1.1392
H 3.8147 2.7636 1.0109
H -1.1176 2.4439 -2.7243
H -2.9480 1.5506 -4.1154
H -3.2865 -0.8869 -4.2918
H -1.7731 -2.4275 -3.1013
H 0.0613 -1.5358 -1.7215
H 0.2740 1.5990 2.3045
H -1.1957 -0.8957 0.1920
H -1.3539 0.8313 0.4328
H -1.4199 0.1497 3.0269
H -2.8262 0.2164 1.9778
H -2.2579 -2.3463 1.5533
H -3.2406 -1.8068 2.8946
H -1.5548 -2.0876 4.4971
H -1.4888 -3.5180 3.4725
H 0.7535 -2.7982 3.9707
H 0.4129 -1.1432 3.5102
H -0.1974 -2.7760 1.2227
H 1.3682 -3.2809 1.8196
H 2.2322 -1.0179 1.7386
H 1.6099 -1.5219 0.1672

Atoms 1-2, force components in eV/Å:
0.126 0.093 0.041
-0.339 -0.101 -0.445

Results
Structure (SMILES): Cc1noc(-c2ccccc2)c1C1(O)CCCCCCC1
Total charge: 0
Electronic energy: -904.88972 Eh
HOMO-LUMO gap: 9.56 eV
Energy above the lowest of the compared OMol25 structures with the same formula, charge and spin: 177.5 kJ/mol
HOMO energy: -8.9 eV


Record 2
This record from OMol25 describes one molecule with the formula C18H23NO5. The level of theory is ωB97M-V/def2-TZVPD.

Atoms and positions in Å:
C -3.6756 -4.1163 -0.4644
C -2.4814 -3.1923 -0.6477
O -2.8799 -1.8983 -0.2347
C -1.9727 -0.8804 -0.2725
C -0.6748 -1.0352 -0.7334
C 0.2119 0.0351 -0.7691
C 1.5847 -0.2431 -1.2765
O 1.8345 -1.1916 -1.9970
N 2.5350 0.6428 -0.8866
C 3.9331 0.4592 -1.2231
C 4.7288 -0.0014 -0.0461
C 4.8757 -1.2350 0.5167
C 5.7118 -1.0582 1.6461
C 6.0068 0.2682 1.6872
O 5.4141 0.9180 0.6713
C -0.2284 1.2908 -0.3838
C -1.5233 1.4706 0.0881
O -1.8402 2.7361 0.5079
C -3.0224 3.3389 -0.0017
C -2.9619 3.5287 -1.5133
C -2.4018 0.3800 0.1933
O -3.6507 0.6326 0.6967
C -4.2564 -0.2964 1.5828
C -3.3892 -0.5974 2.7988
H -4.5160 -3.7580 -1.0528
H -3.9704 -4.1452 0.5814
H -3.4165 -5.1199 -0.7886
H -1.6353 -3.5390 -0.0393
H -2.1740 -3.1727 -1.7012
H -0.3137 -1.9862 -1.0884
H 2.3141 1.3249 -0.1795
H 3.9581 -0.2970 -2.0119
H 4.3445 1.4030 -1.5934
H 4.4437 -2.1484 0.1634
H 6.0452 -1.8145 2.3265
H 6.6048 0.8509 2.3593
H 0.3969 2.1673 -0.4478
H -3.9053 2.7536 0.2684
H -3.0619 4.3068 0.5049
H -3.8480 4.0581 -1.8522
H -2.9171 2.5620 -2.0108
H -2.0794 4.1021 -1.7881
H -5.1765 0.2097 1.8894
H -4.5154 -1.2208 1.0591
H -3.9472 -1.2083 3.5032
H -2.4907 -1.1343 2.5031
H -3.0942 0.3288 3.2872

Atoms 1-2, force components in eV/Å:
0.278 0.366 -0.013
0.015 -0.413 -0.102

Results
Structure (SMILES): CCOc1cc(C(=O)NCc2ccco2)cc(OCC)c1OCC
Total charge: 0
Electronic energy: -1130.62118 Eh
HOMO-LUMO gap: 9.18 eV
Energy above the lowest of the compared OMol25 structures with the same formula, charge and spin: 327.4 kJ/mol
HOMO energy: -8.4 eV


Record 3
This record from OMol25 describes a 2-piece molecular cluster, C18H23O6 overall. The level of theory is ωB97M-V/def2-TZVPD.

Atoms and positions in Å:
C 1.0915 4.5980 -0.7503
C 0.2512 4.0858 0.3821
O 0.2371 2.6452 0.3493
C -0.5073 2.1711 1.3817
C -0.5004 0.7051 1.5217
C -1.0886 0.1845 2.5792
C -1.1116 -1.2893 2.7797
O -1.8090 -2.0523 2.1325
O -0.2631 -1.7236 3.7423
C -0.2609 -3.1651 3.7664
C 0.7723 -3.6557 4.7380
O -1.1221 2.9000 2.1465
H 1.0652 5.6877 -0.7050
H 2.1349 4.2844 -0.6496
H 0.7028 4.2898 -1.7248
H 0.6684 4.4202 1.3414
H -0.7778 4.4557 0.2925
H 0.0138 0.1177 0.7642
H -1.6315 0.7665 3.3160
H -1.2606 -3.5184 4.0519
H -0.0386 -3.5479 2.7596
H 0.7247 -4.7454 4.7370
H 1.7846 -3.3668 4.4409
H 0.5735 -3.3126 5.7561
C 2.3240 -3.6961 0.2197
C 1.1458 -2.9350 -0.3170
O 1.5904 -1.8500 -1.1475
C 0.5043 -1.3035 -1.7824
C 0.7588 -0.0462 -2.4256
C -0.2570 0.7194 -2.9998
C -1.6179 0.2704 -3.0937
C -2.6104 1.0626 -3.6432
C -2.3062 2.3441 -4.1259
C -0.9878 2.8247 -4.0431
C 0.0198 2.0341 -3.5082
O -0.5851 -1.8967 -1.7252
H 1.9591 -4.3143 1.0425
H 2.7044 -4.3737 -0.5497
H 3.1274 -3.0513 0.5843
H 0.5023 -3.6197 -0.8839
H 0.5446 -2.5229 0.5084
H 1.7835 0.2964 -2.4448
H -1.8468 -0.7147 -2.7017
H -3.6288 0.6740 -3.6936
H -3.0864 2.9610 -4.5678
H -0.7435 3.8259 -4.4054
H 1.0572 2.3769 -3.4455

Atoms 1-2, force components in eV/Å:
0.208 0.092 -0.277
0.028 0.232 -0.287

Results
Total charge: -1
Electronic energy: -1151.16564 Eh
HOMO-LUMO gap: 5.18 eV
Energy above the lowest of the compared OMol25 structures with the same formula, charge and spin: 25.5 kJ/mol
HOMO energy: -2.4 eV


Record 4
This record from OMol25 describes C18H24BF4I2NO12 as an isolated structure. The level of theory is ωB97M-V/def2-TZVPD.

Atoms and positions in Å:
C -1.2069 -1.9978 -0.3787
C -0.4334 -1.4673 -1.5441
N 0.0369 -2.2721 -2.4057
C -0.3417 0.0276 -1.6483
B 0.1378 0.9951 -0.5099
C 0.7571 0.6656 0.9058
I 0.7036 2.5162 1.9999
C 2.1754 0.0385 0.7281
C 2.1215 -1.4778 0.8565
I 3.6239 0.7877 2.1041
H -1.1183 -3.0824 -0.3406
H -0.8802 -1.5715 0.5706
H -2.2631 -1.7437 -0.4977
H 0.4601 -1.7440 -3.1700
H -1.3404 0.4091 -1.9158
H 0.2818 0.2879 -2.5162
H 0.0688 2.1430 -0.8200
H 0.1482 0.0121 1.5298
H 2.5755 0.3313 -0.2464
H 3.1007 -1.9120 0.6502
H 1.8385 -1.7625 1.8705
H 1.4152 -1.9092 0.1433
C -5.3089 1.3984 -0.5853
C -4.3626 2.5847 -0.5079
O -3.4966 2.2110 0.5483
C -3.4921 0.8595 0.6520
O -2.7191 0.2280 1.2924
O -4.4806 0.3306 -0.1048
F -4.9855 3.7385 -0.1969
H -6.1477 1.5337 0.0958
H -5.6573 1.1766 -1.5892
H -3.7634 2.7487 -1.4063
C -9.6198 -0.0738 2.8114
C -10.0614 0.2357 1.3912
O -9.3931 1.4542 1.1266
C -8.2978 1.5343 1.9308
O -7.4271 2.3294 1.8096
O -8.3441 0.5684 2.8720
F -11.3955 0.4236 1.2873
H -10.2989 0.3960 3.5240
H -9.5145 -1.1316 3.0280
H -9.7571 -0.5023 0.6470
C 3.6029 -2.0134 -3.0810
C 3.7245 -0.7015 -3.8387
O 4.7188 -0.0154 -3.1075
C 5.4890 -0.9347 -2.4618
O 6.5168 -0.7067 -1.9228
O 4.9078 -2.1507 -2.5219
F 2.5723 0.0185 -3.8127
H 2.8737 -1.9222 -2.2751
H 3.3661 -2.8729 -3.6999
H 4.0487 -0.7941 -4.8760
C 9.1168 -0.4609 1.5608
C 7.6539 -0.0796 1.4289
O 7.5641 1.0469 2.2863
C 8.7919 1.6336 2.3473
O 9.0079 2.7106 2.7863
O 9.7281 0.8003 1.8343
F 6.8241 -1.0509 1.8722
H 9.2553 -1.1311 2.4108
H 9.5427 -0.8941 0.6616
H 7.3568 0.2010 0.4176

Atoms 1-2, force components in eV/Å:
-0.025 -0.399 0.070
-0.156 0.154 0.292

Results
Total charge: 0
Electronic energy: -2677.65505 Eh
HOMO-LUMO gap: 8.35 eV
HOMO energy: -8.2 eV


Among the records above, which one has the lowest HOMO energy? C18H23NO2


Number 2 is which compound? C18H23NO5